ORCA calculation (ωB97M-V with the def2-TZVPD basis set) on a cluster of 8 separate species, C30H83N7O9 in total in a non-equilibrium geometry.

Computed properties:
Kohn-Sham gap   9.4 eV
Relative energy (zero: lowest compared OMol25 entry of this formula, charge and spin)   2.327 eV
E_tot   -61308.5212 eV
Molar mass   686.03 g mol⁻¹
SMILES string   COC[C@H](C)N.COC[C@H](C)N.COC[C@H](C)N.COC[C@H](C)N.COC[C@H](C)N.COC[C@H](C)N.COC[C@H](C)N.OCCO
Net charge   0
E_LUMO   0.6 eV

Cartesian coordinates (Å):
1 C -3.146 3.501 -3.728
2 C -2.838 2.506 -4.891
3 C -1.472 2.639 -5.624
4 O -0.441 2.039 -4.894
5 C 0.823 2.476 -5.297
6 N -2.889 1.117 -4.356
7 H -2.384 3.528 -2.908
8 H -4.091 3.261 -3.253
9 H -3.249 4.588 -3.955
10 H -3.503 2.507 -5.725
11 H -1.236 3.666 -5.802
12 H -1.670 2.142 -6.566
13 H 0.883 3.573 -5.136
14 H 1.113 2.133 -6.349
15 H 1.557 2.048 -4.668
16 H -3.822 1.008 -4.004
17 H -2.196 0.991 -3.612
18 C 0.248 0.993 4.824
19 C -0.304 0.068 5.873
20 C -1.773 0.219 5.887
21 O -2.196 1.528 6.296
22 C -3.598 1.473 6.470
23 N 0.146 -1.332 5.614
24 H -0.455 1.037 4.004
25 H 1.263 0.752 4.500
26 H 0.353 2.015 5.194
27 H -0.058 0.242 6.902
28 H -2.166 -0.566 6.537
29 H -2.068 0.092 4.811
30 H -3.899 0.567 7.029
31 H -4.075 1.350 5.522
32 H -3.798 2.446 6.941
33 H -0.098 -1.671 4.688
34 H 0.077 -2.040 6.322
35 C 0.358 -2.514 1.160
36 C -0.992 -1.745 0.908
37 C -2.118 -2.226 1.778
38 O -1.825 -1.950 3.158
39 C -2.600 -2.706 4.011
40 N -0.692 -0.304 1.169
41 H 0.245 -3.457 0.720
42 H 0.554 -2.502 2.256
43 H 1.138 -1.874 0.723
44 H -1.262 -1.851 -0.149
45 H -2.211 -3.319 1.670
46 H -3.073 -1.702 1.554
47 H -3.663 -2.781 3.754
48 H -2.564 -2.370 5.040
49 H -2.286 -3.784 4.033
50 H -1.563 0.204 1.408
51 H -0.070 -0.186 1.921
52 C 4.038 2.755 2.623
53 C 3.637 3.858 1.626
54 C 4.244 3.507 0.239
55 O 4.055 4.650 -0.649
56 C 3.907 4.264 -2.015
57 N 2.188 4.021 1.585
58 H 4.230 3.218 3.606
59 H 4.873 2.087 2.505
60 H 3.254 2.075 2.804
61 H 4.094 4.752 1.999
62 H 3.717 2.594 -0.143
63 H 5.330 3.264 0.283
64 H 3.967 5.168 -2.629
65 H 2.928 3.833 -2.240
66 H 4.666 3.627 -2.364
67 H 1.816 3.191 1.180
68 H 1.881 4.809 1.000
69 C 6.261 -0.312 -2.277
70 C 6.488 -0.251 -0.775
71 C 5.296 -0.896 0.004
72 O 5.534 -0.701 1.385
73 C 4.814 -1.628 2.118
74 N 7.749 -0.840 -0.397
75 H 6.562 -1.238 -2.695
76 H 6.930 0.395 -2.818
77 H 5.247 0.002 -2.509
78 H 6.497 0.800 -0.489
79 H 5.266 -1.980 -0.286
80 H 4.403 -0.362 -0.278
81 H 3.721 -1.691 1.903
82 H 4.880 -1.326 3.163
83 H 5.299 -2.604 2.069
84 H 7.991 -0.465 0.506
85 H 8.514 -0.452 -0.961
86 C -2.606 -4.712 -2.135
87 C -1.823 -4.570 -3.404
88 C -0.348 -4.675 -3.130
89 O 0.137 -3.663 -2.252
90 C 1.486 -3.964 -1.833
91 N -2.254 -5.510 -4.530
92 H -3.682 -4.773 -2.307
93 H -2.495 -3.774 -1.590
94 H -2.273 -5.545 -1.521
95 H -2.013 -3.559 -3.874
96 H 0.209 -4.610 -4.039
97 H -0.091 -5.673 -2.758
98 H 2.164 -4.007 -2.690
99 H 1.534 -4.858 -1.209
100 H 1.836 -3.137 -1.225
101 H -1.634 -5.414 -5.254
102 H -2.154 -6.463 -4.178
103 C -5.677 1.721 1.663
104 C -4.605 0.759 1.306
105 C -4.597 0.408 -0.201
106 O -5.140 -0.905 -0.378
107 C -4.969 -1.261 -1.736
108 N -3.225 1.258 1.565
109 H -6.667 1.366 1.422
110 H -5.509 2.739 1.323
111 H -5.812 1.772 2.754
112 H -4.651 -0.238 1.845
113 H -3.572 0.418 -0.632
114 H -5.276 1.097 -0.683
115 H -5.087 -2.350 -1.773
116 H -3.995 -1.065 -2.099
117 H -5.733 -0.760 -2.321
118 H -3.090 2.018 0.948
119 H -3.127 1.581 2.525
120 C 1.029 1.218 -1.758
121 C 0.142 0.104 -2.234
122 O -1.163 0.172 -1.739
123 O 1.434 1.159 -0.399
124 H 0.500 2.161 -1.902
125 H 1.955 1.153 -2.356
126 H 0.607 -0.920 -2.125
127 H -0.094 0.227 -3.259
128 H -1.047 0.289 -0.775
129 H 0.686 0.828 0.112